112
Properties=species:S:1:pos:R:3 method="wB97M-V/def2-TZVPD" lumo_energy_ha="-0.1132 / -0.1813" charge=+1 gap_ev="6.950 / 5.507" spin_multiplicity=3 energy_ev=-258589.31452 s2=2.07 homo_ev="-10.03 / -10.44"
Ni -0.05704 -0.36514 -0.23570
C 3.81132 -3.02332 -1.81535
C 3.29055 -2.94584 -0.42293
C 4.02685 -3.27592 0.67689
C 3.47196 -3.13644 1.97336
N 2.28808 -2.61520 2.14982
N 1.56336 -2.27660 1.08780
B 0.10711 -1.75760 1.21231
N -0.23476 -1.09208 2.59662
N -0.14101 -1.89474 3.65295
C -0.49044 -1.46372 4.84071
C -1.01584 -0.16421 5.00970
C -1.11591 0.67518 3.94014
C -1.69113 2.04830 4.04521
C -0.67439 0.18233 2.68429
S -0.75798 1.17329 1.29749
C -0.31015 -2.41697 6.01144
C 1.17906 -2.77380 6.10457
C -0.76602 -1.80952 7.33828
C -1.11051 -3.69399 5.73329
N -0.88690 -2.90023 0.87021
N -0.55217 -4.10074 1.34872
C -1.27166 -5.14443 1.04613
C -2.40441 -5.02174 0.20250
C -2.76030 -3.80390 -0.29404
C -3.90214 -3.62038 -1.23577
C -1.94992 -2.68553 0.06305
S -2.26219 -1.13971 -0.55754
C -0.83524 -6.47590 1.64294
C -1.64526 -7.65122 1.09446
C 0.65247 -6.69489 1.33776
C -1.03732 -6.39423 3.16215
C 1.97540 -2.45513 -0.18642
S 0.89087 -2.05947 -1.43041
C 4.19053 -3.63541 3.21933
C 3.34654 -4.80316 3.76495
C 5.59991 -4.14950 2.92004
C 4.29567 -2.51242 4.26358
H 4.83348 -3.39623 -1.83271
H 3.77825 -2.03192 -2.27287
H 3.17418 -3.66867 -2.42355
H 5.04139 -3.62509 0.55259
H -1.35386 0.16042 5.98253
H -1.94220 2.28834 5.07600
H -2.59123 2.12380 3.43199
H -0.99259 2.79327 3.66226
H 1.77353 -1.90208 6.38651
H 1.52624 -3.14219 5.14239
H 1.33014 -3.54924 6.85654
H -0.21606 -0.89690 7.57619
H -0.56949 -2.52662 8.13473
H -1.83679 -1.59626 7.34323
H -0.79333 -4.11855 4.78558
H -2.18205 -3.48978 5.68620
H -0.93221 -4.42012 6.52697
H -2.97386 -5.89623 -0.07573
H -4.40161 -4.56729 -1.42961
H -3.53594 -3.20819 -2.17777
H -4.62187 -2.90337 -0.83949
H -1.56071 -7.72723 0.00896
H -2.69845 -7.57882 1.37147
H -1.25673 -8.57402 1.52442
H 0.80980 -6.80717 0.26305
H 1.00460 -7.60107 1.83290
H 1.23920 -5.84815 1.69116
H -2.05777 -6.09118 3.40591
H -0.34289 -5.67176 3.58353
H -0.85189 -7.36925 3.61508
H 3.32798 -5.62802 3.04941
H 2.32079 -4.48195 3.94437
H 3.77384 -5.16987 4.69938
H 5.59024 -5.01250 2.25210
H 6.06467 -4.45836 3.85649
H 6.22379 -3.36425 2.48806
H 3.38882 -1.91174 4.27164
H 5.14592 -1.86465 4.04214
H 4.45310 -2.93630 5.25649
I 7.11734 -0.14680 3.41873
C 5.66546 0.05273 1.90818
C 6.04611 0.33011 0.60481
C 5.06803 0.47565 -0.36847
C 3.72212 0.37307 -0.03759
C 3.36183 0.07479 1.27379
C 4.32965 -0.09264 2.25095
C 2.67604 0.55240 -1.12245
O 2.99001 0.37913 -2.28527
O 1.48624 0.88432 -0.70344
H 7.09162 0.43070 0.34688
H 5.33530 0.67075 -1.39896
H 2.31689 -0.04772 1.52971
H 4.05050 -0.32712 3.26978
C 2.19850 7.14403 3.73099
Ge 2.54774 5.78339 2.35345
C 4.02890 4.57892 2.83060
C 2.85241 6.60038 0.59359
C 0.93476 4.56761 2.20777
Se 1.35021 3.19082 0.91034
C 0.21592 3.83670 -0.50104
H 3.08282 7.77617 3.81525
H 2.00323 6.69494 4.70353
H 1.35382 7.77398 3.45570
H 4.94510 5.14784 2.98698
H 4.20116 3.86584 2.02248
H 3.81527 4.02097 3.74283
H 3.77678 7.17725 0.61553
H 2.04227 7.27594 0.31984
H 2.95174 5.83365 -0.17587
H 0.02361 5.09681 1.93313
H 0.79115 4.09500 3.18053
H 0.52329 4.84660 -0.76513
H -0.81103 3.83253 -0.13952
H 0.33342 3.16204 -1.34393